(1)
Formula: C29H41CrF5OP2
Source: the Open Molecules 2025 dataset
Level of theory: ωB97M-V with the def2-TZVPD basis set

Results
* E_tot: -3431.04459 hartree
* HOMO energy (spin up / spin down): -8.7 / -8.7 eV
* molecular weight: 614.6 g mol⁻¹
* energy relative to the best compared isomer or geometry (same formula, charge and spin): 0.0000 eV

```
! RIJCOSX wB97M-V def2-TZVPD def2/J DEFGRID3
* xyz 1 4
Cr 0.23 1.64 0.60
C 1.62 3.28 0.78
C 0.30 3.78 0.48
C 0.24 2.70 2.55
C 1.58 2.62 2.05
C -0.55 3.42 1.58
C 2.85 3.46 -0.05
H 2.59 3.50 -1.12
H 3.55 2.64 0.10
H 3.38 4.39 0.19
C 2.75 2.18 2.86
H 3.66 2.15 2.26
H 2.58 1.20 3.30
H 2.90 2.89 3.68
C -0.16 2.44 3.96
H 0.13 3.30 4.58
H 0.34 1.57 4.36
H -1.24 2.30 4.06
C -1.98 3.81 1.75
H -2.06 4.79 2.25
H -2.52 3.09 2.38
H -2.49 3.88 0.79
C -0.11 4.50 -0.75
H -0.08 5.59 -0.64
H -1.14 4.23 -1.02
H 0.55 4.24 -1.59
C 0.30 -2.86 -4.00
C 0.53 -1.76 -4.72
C -0.34 -1.20 -5.80
C -1.87 -1.46 -5.63
C -2.40 -1.18 -4.25
C -2.50 -2.08 -3.26
C -2.10 -3.53 -3.35
C -0.85 -3.82 -4.22
H -0.02 -1.63 -6.77
H -2.10 -2.48 -5.96
H -0.18 -0.11 -5.89
H -1.14 -3.85 -5.28
H 1.04 -3.21 -3.27
H 1.52 -1.31 -4.68
H -0.50 -4.83 -3.97
H -1.92 -3.93 -2.34
H -3.07 -1.84 -2.37
H -2.95 -4.10 -3.76
H -2.38 -0.78 -6.34
H -2.86 -0.19 -4.14
P 1.06 -0.22 -0.70
C 2.41 -1.32 -0.32
C 1.18 0.47 -2.36
P -1.64 0.04 0.27
C -0.53 -1.13 -0.62
C -2.72 0.78 -0.97
C -2.55 -0.86 1.52
H 2.37 -1.57 0.75
H 3.38 -0.84 -0.49
H 2.37 -2.25 -0.90
H 0.93 -0.27 -3.12
H 2.19 0.85 -2.55
H 0.49 1.32 -2.48
H -3.12 -1.70 1.10
H -3.25 -0.21 2.05
H -1.86 -1.26 2.28
H -0.39 -2.02 0.01
H -0.92 -1.44 -1.60
H -3.55 1.29 -0.48
H -3.12 0.05 -1.69
H -2.17 1.54 -1.53
F 1.70 -4.23 7.20
C 1.52 -3.32 6.22
C 0.96 -3.72 5.00
F 0.58 -5.00 4.80
C 0.81 -2.79 3.98
F 0.26 -3.15 2.80
C 1.23 -1.42 4.12
O 1.17 -0.60 3.16
C 1.73 -1.07 5.43
F 2.07 0.22 5.66
C 1.89 -2.00 6.43
F 2.39 -1.64 7.64
*
```

(2)
Formula: C29H41NO8P
Source: the Open Molecules 2025 dataset
Level of theory: ωB97M-V with the def2-TZVPD basis set

Results
* SMILES string: CCOC(=O)[C@H]([C@@H](c1ccc([N+](=O)[O-])cc1)c1cc(C(C)(C)C)c([O-])c(C(C)(C)C)c1)P(=O)(OCC)OCC
* E_tot: -2127.73804 hartree
* HOMO energy: -3.3 eV
* molecular weight: 562.6 g mol⁻¹
* energy relative to the best compared isomer or geometry (same formula, charge and spin): 0.0000 eV

```
! RIJCOSX wB97M-V def2-TZVPD def2/J DEFGRID3
* xyz -1 1
C 2.91 -4.77 -2.31
C 1.54 -5.02 -1.76
O 0.90 -3.81 -1.27
C 1.64 -3.18 -0.33
O 2.46 -3.80 0.35
C 1.44 -1.66 -0.25
C 0.49 -1.29 0.81
C 1.04 -1.43 2.25
C 0.37 -0.91 3.38
C 0.92 -0.99 4.65
C 2.11 -1.71 4.83
N 2.79 -1.64 6.08
O 3.85 -2.31 6.23
O 2.33 -0.91 6.98
C 2.74 -2.35 3.76
C 2.25 -2.10 2.48
C -0.25 0.05 0.62
C -1.46 0.03 -0.09
C -2.26 1.14 -0.22
C -3.56 1.11 -1.04
C -4.71 1.73 -0.24
C -3.97 -0.32 -1.40
C -3.36 1.91 -2.34
C -1.76 2.40 0.30
O -2.24 3.50 -0.09
C -0.65 2.36 1.26
C -0.34 3.61 2.10
C 0.18 4.73 1.18
C 0.70 3.32 3.18
C -1.61 4.12 2.80
C 0.16 1.24 1.24
P 1.21 -1.12 -1.98
O 2.19 -1.79 -2.88
O -0.32 -1.38 -2.34
C -0.64 -2.36 -3.40
C -1.58 -1.69 -4.37
O 1.37 0.47 -1.97
C 2.60 0.93 -2.61
C 2.42 2.34 -3.09
H 3.23 -5.61 -2.94
H 2.93 -3.84 -2.89
H 3.61 -4.69 -1.47
H 1.58 -5.73 -0.92
H 0.85 -5.37 -2.54
H 2.44 -1.23 -0.04
H -0.31 -2.04 0.74
H -0.61 -0.45 3.27
H 0.47 -0.48 5.50
H 3.61 -2.98 3.91
H 2.81 -2.52 1.65
H -1.78 -0.93 -0.50
H -4.49 2.78 -0.01
H -5.64 1.69 -0.83
H -4.86 1.18 0.69
H -3.22 -0.80 -2.04
H -4.11 -0.91 -0.49
H -4.92 -0.30 -1.95
H -2.53 1.48 -2.91
H -4.27 1.89 -2.95
H -3.11 2.95 -2.09
H -0.57 4.95 0.42
H 0.39 5.63 1.77
H 1.11 4.40 0.69
H 0.36 2.52 3.85
H 1.67 3.05 2.75
H 0.85 4.22 3.79
H -2.00 3.34 3.48
H -1.37 5.01 3.39
H -2.38 4.37 2.07
H 1.12 1.24 1.77
H -1.06 -3.24 -2.90
H 0.30 -2.63 -3.89
H -1.89 -2.41 -5.13
H -2.46 -1.29 -3.87
H -1.04 -0.87 -4.87
H 3.42 0.82 -1.89
H 2.79 0.28 -3.47
H 3.36 2.68 -3.52
H 1.66 2.38 -3.87
H 2.15 3.00 -2.26
*
```

(3)
Formula: C29H42BBrN2O13
Source: the Open Molecules 2025 dataset
Level of theory: ωB97M-V with the def2-TZVPD basis set

Results
* SMILES string: CB(O)[C@@H](C#N)[C@@H](Br)C#N.O=C1CCCO1.O=C1CCCO1.O=C1CCCO1.O=C1CCCO1.O=C1CCCO1.O=C1CCCO1
* E_tot: -4816.63457 hartree
* HOMO energy: -9.8 eV
* molecular weight: 717.4 g mol⁻¹

```
! RIJCOSX wB97M-V def2-TZVPD def2/J DEFGRID3
* xyz 0 1
C 0.62 2.53 2.48
B 1.36 1.47 3.51
O 1.23 0.02 3.25
C 2.21 1.96 4.86
C 2.78 0.65 5.71
N 2.81 -0.34 6.57
C 3.47 2.96 4.51
Br 3.48 4.66 5.63
C 4.88 2.15 4.89
N 6.15 1.78 4.89
H 1.13 3.59 2.64
H -0.52 2.59 2.80
H 0.75 2.20 1.36
H 0.62 -0.15 2.47
H 1.43 2.61 5.49
H 3.47 3.33 3.37
O 8.58 -0.27 0.50
C 8.57 -0.65 1.66
C 8.70 0.23 2.87
C 9.03 -0.77 3.95
C 8.34 -2.02 3.47
O 8.40 -1.95 2.04
H 7.75 0.73 3.05
H 9.51 0.96 2.74
H 8.70 -0.45 4.95
H 10.11 -0.93 3.99
H 7.29 -2.06 3.77
H 8.85 -2.92 3.81
O -2.39 1.59 2.22
C -2.82 2.03 1.16
C -4.00 2.94 1.01
C -4.31 2.82 -0.46
C -2.96 2.53 -1.05
O -2.26 1.78 -0.06
H -3.71 3.95 1.29
H -4.84 2.60 1.63
H -4.78 3.71 -0.88
H -4.98 1.97 -0.63
H -2.39 3.44 -1.27
H -3.04 1.94 -1.97
O -6.58 2.05 -1.88
C -6.77 0.85 -1.95
C -6.43 -0.02 -3.12
C -7.21 -1.27 -2.83
C -7.27 -1.28 -1.33
O -7.29 0.10 -0.94
H -5.35 -0.21 -3.13
H -6.74 0.44 -4.06
H -6.77 -2.18 -3.25
H -8.23 -1.17 -3.24
H -6.39 -1.75 -0.88
H -8.17 -1.78 -0.96
O -3.65 -1.89 -0.63
C -2.53 -2.13 -1.05
C -1.27 -1.45 -0.59
C -0.30 -1.84 -1.68
C -0.83 -3.17 -2.14
O -2.25 -3.09 -1.97
H -0.98 -1.86 0.38
H -1.41 -0.37 -0.54
H 0.74 -1.88 -1.34
H -0.36 -1.11 -2.50
H -0.45 -4.00 -1.54
H -0.60 -3.36 -3.19
O 10.79 4.93 -1.75
C 10.60 3.73 -1.81
C 10.94 2.86 -2.99
C 10.16 1.61 -2.69
C 10.10 1.60 -1.19
O 10.08 2.97 -0.80
H 12.02 2.67 -2.99
H 10.63 3.32 -3.92
H 10.60 0.70 -3.11
H 9.14 1.71 -3.10
H 10.98 1.13 -0.74
H 9.20 1.10 -0.82
O -8.35 -4.07 -1.08
C -9.29 -3.97 -1.85
C -10.47 -4.89 -1.92
C -11.07 -4.54 -3.25
C -10.69 -3.09 -3.41
O -9.43 -2.95 -2.75
H -11.15 -4.67 -1.09
H -10.15 -5.94 -1.89
H -12.15 -4.70 -3.30
H -10.60 -5.13 -4.04
H -11.41 -2.41 -2.93
H -10.59 -2.80 -4.46
*
```

(4)
Formula: C29H43FN7SiV
Source: the Open Molecules 2025 dataset
Level of theory: ωB97M-V with the def2-TZVPD basis set

Results
* E_tot: -2847.35772 hartree
* HOMO energy (spin up / spin down): -9.3 / -10.1 eV
* molecular weight: 587.7 g mol⁻¹
* energy relative to the best compared isomer or geometry (same formula, charge and spin): 1.0824 eV

```
! RIJCOSX wB97M-V def2-TZVPD def2/J DEFGRID3
* xyz 1 4
V 0.65 0.62 0.33
C -2.85 -1.76 3.18
N -1.87 -0.73 2.91
C -0.54 -0.95 3.45
C -2.09 0.22 1.96
N -1.12 0.64 1.18
C -1.15 1.91 0.61
C -1.43 3.01 1.41
C -1.59 4.27 0.86
C -1.48 4.45 -0.50
C -1.12 3.38 -1.34
C -0.98 3.58 -2.73
C -0.62 2.54 -3.55
C -0.43 1.26 -3.03
C -0.58 1.01 -1.68
N -0.33 -0.24 -1.11
C -0.71 -1.38 -1.64
N -0.30 -2.57 -1.12
C 0.63 -2.68 -0.03
C -1.00 -3.80 -1.41
N -1.57 -1.51 -2.72
C -2.71 -0.65 -2.95
C -1.09 -2.16 -3.92
C -0.94 2.08 -0.80
N -3.38 0.67 1.85
C -3.90 1.25 0.64
C -4.18 0.99 3.02
H -2.37 -2.56 3.73
H -3.25 -2.16 2.25
H -3.69 -1.39 3.78
H -0.61 -0.97 4.54
H 0.11 -0.12 3.17
H -0.10 -1.88 3.10
H -1.55 2.85 2.47
H -1.84 5.10 1.50
H -1.66 5.41 -0.94
H -1.15 4.57 -3.13
H -0.49 2.71 -4.61
H -0.13 0.46 -3.69
H 1.37 -3.46 -0.26
H 0.11 -2.98 0.89
H 1.14 -1.73 0.15
H -1.98 -3.61 -1.84
H -1.12 -4.35 -0.48
H -0.44 -4.43 -2.11
H -2.98 -0.10 -2.04
H -3.56 -1.28 -3.23
H -2.54 0.08 -3.76
H -0.14 -2.64 -3.73
H -0.96 -1.43 -4.72
H -1.81 -2.91 -4.26
H -3.28 0.98 -0.21
H -3.95 2.34 0.70
H -4.91 0.86 0.47
H -3.63 0.78 3.93
H -5.11 0.43 3.01
H -4.41 2.06 3.01
C 2.63 0.48 -2.76
Si 3.46 -0.20 -1.20
C 3.76 -2.06 -1.61
C 5.03 0.85 -0.94
N 2.44 0.04 0.20
C 3.01 -0.04 1.44
C 4.08 -0.88 1.79
C 4.55 -0.95 3.09
C 4.00 -0.17 4.10
C 2.97 0.71 3.79
C 2.53 0.76 2.49
F 1.50 1.65 2.15
H 3.36 0.56 -3.56
H 2.19 1.47 -2.62
H 1.86 -0.20 -3.11
H 4.71 -2.18 -2.12
H 2.99 -2.42 -2.28
H 3.77 -2.71 -0.74
H 5.69 0.81 -1.79
H 5.60 0.55 -0.06
H 4.75 1.89 -0.80
H 4.53 -1.50 1.03
H 5.34 -1.64 3.33
H 4.36 -0.24 5.11
H 2.51 1.34 4.53
*
```

(5)
Formula: C29H43N7O2RbS2SbSi3
Source: the Open Molecules 2025 dataset
Level of theory: ωB97M-V with the def2-TZVPD basis set

Results
* E_tot: -3594.01684 hartree
* HOMO energy: -7.5 eV
* molecular weight: 877.3 g mol⁻¹
* energy relative to the best compared isomer or geometry (same formula, charge and spin): 0.1142 eV

```
! RIJCOSX wB97M-V def2-TZVPD def2/J DEFGRID3
* xyz 0 1
Rb 0.45 0.44 -0.05
N 8.65 4.06 -0.60
C 7.39 3.47 -0.48
C 7.24 2.09 -0.62
C 5.99 1.51 -0.55
C 4.87 2.30 -0.33
C 5.00 3.67 -0.19
C 6.25 4.25 -0.26
S 3.27 1.55 -0.25
O 3.48 0.21 0.26
O 2.46 2.41 0.60
N 2.65 1.37 -1.69
C 2.07 2.40 -2.35
N 1.05 2.06 -3.18
C 0.46 3.04 -3.84
C 0.83 4.37 -3.74
C 1.89 4.62 -2.87
N 2.50 3.67 -2.19
H 9.42 3.45 -0.37
H 8.73 4.95 -0.12
H 8.12 1.47 -0.79
H 5.87 0.43 -0.64
H 4.12 4.27 -0.02
H 6.36 5.32 -0.14
H -0.36 2.74 -4.50
H 0.34 5.15 -4.29
H 2.25 5.63 -2.73
N -3.66 -2.27 1.08
C -3.83 -2.45 -0.28
C -4.65 -3.29 -1.02
C -4.52 -3.22 -2.39
C -3.62 -2.34 -3.01
C -2.81 -1.50 -2.26
C -2.92 -1.56 -0.87
N -2.22 -0.88 0.11
C -2.68 -1.33 1.24
C -2.21 -0.89 2.56
C -2.78 -1.19 3.76
S -1.89 -0.48 5.02
C -0.81 0.19 3.87
N -1.09 -0.10 2.63
H -4.10 -2.80 1.81
H -5.34 -3.98 -0.55
H -5.13 -3.86 -3.02
H -3.55 -2.32 -4.08
H -2.10 -0.83 -2.72
H -3.66 -1.77 3.96
H 0.03 0.79 4.16
C 2.24 -1.10 -4.70
Si 3.15 -2.25 -3.55
C 4.66 -1.42 -2.83
C 3.64 -3.78 -4.51
Sb 1.61 -2.74 -1.57
Si 3.17 -4.11 -0.09
C 4.10 -2.94 1.03
C 2.13 -5.27 0.95
C 4.43 -5.13 -1.04
Si 0.19 -4.61 -2.55
C 1.17 -6.19 -2.82
C -0.48 -4.04 -4.21
C -1.23 -5.01 -1.39
H 2.90 -0.78 -5.51
H 1.90 -0.21 -4.17
H 1.38 -1.60 -5.15
H 5.35 -1.12 -3.62
H 5.20 -2.08 -2.14
H 4.33 -0.53 -2.29
H 4.33 -3.51 -5.31
H 2.76 -4.23 -4.98
H 4.12 -4.53 -3.89
H 3.43 -2.26 1.55
H 4.77 -2.31 0.44
H 4.70 -3.49 1.76
H 1.35 -4.73 1.49
H 2.75 -5.78 1.68
H 1.64 -6.03 0.33
H 5.10 -4.48 -1.60
H 3.94 -5.81 -1.75
H 5.03 -5.73 -0.35
H 2.03 -6.01 -3.46
H 0.56 -6.97 -3.28
H 1.54 -6.57 -1.86
H 0.33 -3.95 -4.92
H -0.97 -3.07 -4.12
H -1.21 -4.75 -4.61
H -0.83 -5.41 -0.45
H -1.90 -5.75 -1.83
H -1.81 -4.12 -1.16
*
```

(6)
Formula: C29H44BBrHfN7
Source: the Open Molecules 2025 dataset
Level of theory: ωB97M-V with the def2-TZVPD basis set

Results
* E_tot: -4160.92065 hartree
* HOMO energy: -17.6 eV
* molecular weight: 759.9 g mol⁻¹
* energy relative to the best compared isomer or geometry (same formula, charge and spin): 0.0000 eV

```
! RIJCOSX wB97M-V def2-TZVPD def2/J DEFGRID3
* xyz 3 1
Hf 0.19 -0.30 0.31
C -4.89 0.96 -0.97
C -3.82 -0.01 -0.62
C -3.92 -1.38 -0.40
C -2.65 -1.85 -0.15
N -1.79 -0.80 -0.20
N -2.53 0.33 -0.50
B -1.79 1.63 -0.96
N -1.06 2.28 0.25
N 0.13 1.76 0.73
C 0.68 2.69 1.56
C -0.18 3.77 1.64
C -1.26 3.49 0.80
C -2.43 4.35 0.50
C 2.06 2.52 2.14
C 2.82 3.85 2.02
C 2.81 1.45 1.36
C 1.97 2.13 3.63
N -0.71 1.22 -2.01
N 0.31 0.35 -1.69
C 1.13 0.24 -2.75
C 0.64 1.04 -3.77
C -0.52 1.65 -3.27
C -1.42 2.61 -3.95
C 2.33 -0.65 -2.66
C 2.28 -1.71 -3.77
C 2.32 -1.35 -1.30
C 3.61 0.19 -2.80
C -2.19 -3.27 0.06
C -0.74 -3.39 -0.42
C -3.06 -4.22 -0.76
C -2.28 -3.65 1.55
H -5.86 0.49 -0.86
H -4.79 1.29 -2.00
H -4.85 1.84 -0.32
H -4.83 -1.95 -0.44
H -2.56 2.39 -1.43
H -0.03 4.68 2.20
H -2.44 5.21 1.16
H -3.37 3.80 0.63
H -2.39 4.71 -0.53
H 2.88 4.18 0.98
H 3.83 3.73 2.40
H 2.34 4.63 2.61
H 2.35 0.45 1.51
H 3.82 1.33 1.73
H 2.86 1.68 0.29
H 1.41 2.87 4.20
H 2.97 2.06 4.05
H 1.47 1.16 3.76
H 1.05 1.18 -4.75
H -1.09 2.76 -4.98
H -1.41 3.58 -3.44
H -2.44 2.25 -3.96
H 1.37 -2.32 -3.70
H 3.14 -2.37 -3.70
H 2.29 -1.24 -4.75
H 1.49 -2.05 -1.19
H 2.39 -0.62 -0.46
H 3.23 -1.94 -1.15
H 3.62 0.71 -3.76
H 4.49 -0.45 -2.76
H 3.68 0.94 -2.01
H -0.63 -3.13 -1.47
H -0.36 -4.40 -0.25
H -0.07 -2.76 0.20
H -3.05 -3.96 -1.82
H -4.10 -4.20 -0.41
H -2.71 -5.24 -0.65
H -1.63 -3.03 2.17
H -2.00 -4.69 1.68
H -3.30 -3.53 1.91
Br -1.00 -0.34 3.07
C 0.50 -1.50 3.11
C 0.85 -2.16 4.27
C 1.96 -3.00 4.21
C 2.66 -3.13 3.02
C 2.23 -2.43 1.91
N 1.16 -1.60 1.95
H 0.28 -2.03 5.17
H 2.27 -3.54 5.10
H 3.52 -3.78 2.94
H 2.75 -2.51 0.97
*
```

Which value of molecular weight does entry 5 give? 877.3 g mol⁻¹

Repeat the sixth record exactly.
Formula: C29H44BBrHfN7
Source: the Open Molecules 2025 dataset
Level of theory: ωB97M-V with the def2-TZVPD basis set

Results
* E_tot: -4160.92065 hartree
* HOMO energy: -17.6 eV
* molecular weight: 759.9 g mol⁻¹
* energy relative to the best compared isomer or geometry (same formula, charge and spin): 0.0000 eV

```
! RIJCOSX wB97M-V def2-TZVPD def2/J DEFGRID3
* xyz 3 1
Hf 0.19 -0.30 0.31
C -4.89 0.96 -0.97
C -3.82 -0.01 -0.62
C -3.92 -1.38 -0.40
C -2.65 -1.85 -0.15
N -1.79 -0.80 -0.20
N -2.53 0.33 -0.50
B -1.79 1.63 -0.96
N -1.06 2.28 0.25
N 0.13 1.76 0.73
C 0.68 2.69 1.56
C -0.18 3.77 1.64
C -1.26 3.49 0.80
C -2.43 4.35 0.50
C 2.06 2.52 2.14
C 2.82 3.85 2.02
C 2.81 1.45 1.36
C 1.97 2.13 3.63
N -0.71 1.22 -2.01
N 0.31 0.35 -1.69
C 1.13 0.24 -2.75
C 0.64 1.04 -3.77
C -0.52 1.65 -3.27
C -1.42 2.61 -3.95
C 2.33 -0.65 -2.66
C 2.28 -1.71 -3.77
C 2.32 -1.35 -1.30
C 3.61 0.19 -2.80
C -2.19 -3.27 0.06
C -0.74 -3.39 -0.42
C -3.06 -4.22 -0.76
C -2.28 -3.65 1.55
H -5.86 0.49 -0.86
H -4.79 1.29 -2.00
H -4.85 1.84 -0.32
H -4.83 -1.95 -0.44
H -2.56 2.39 -1.43
H -0.03 4.68 2.20
H -2.44 5.21 1.16
H -3.37 3.80 0.63
H -2.39 4.71 -0.53
H 2.88 4.18 0.98
H 3.83 3.73 2.40
H 2.34 4.63 2.61
H 2.35 0.45 1.51
H 3.82 1.33 1.73
H 2.86 1.68 0.29
H 1.41 2.87 4.20
H 2.97 2.06 4.05
H 1.47 1.16 3.76
H 1.05 1.18 -4.75
H -1.09 2.76 -4.98
H -1.41 3.58 -3.44
H -2.44 2.25 -3.96
H 1.37 -2.32 -3.70
H 3.14 -2.37 -3.70
H 2.29 -1.24 -4.75
H 1.49 -2.05 -1.19
H 2.39 -0.62 -0.46
H 3.23 -1.94 -1.15
H 3.62 0.71 -3.76
H 4.49 -0.45 -2.76
H 3.68 0.94 -2.01
H -0.63 -3.13 -1.47
H -0.36 -4.40 -0.25
H -0.07 -2.76 0.20
H -3.05 -3.96 -1.82
H -4.10 -4.20 -0.41
H -2.71 -5.24 -0.65
H -1.63 -3.03 2.17
H -2.00 -4.69 1.68
H -3.30 -3.53 1.91
Br -1.00 -0.34 3.07
C 0.50 -1.50 3.11
C 0.85 -2.16 4.27
C 1.96 -3.00 4.21
C 2.66 -3.13 3.02
C 2.23 -2.43 1.91
N 1.16 -1.60 1.95
H 0.28 -2.03 5.17
H 2.27 -3.54 5.10
H 3.52 -3.78 2.94
H 2.75 -2.51 0.97
*
```

What is the E_tot in the third record? -4816.63457 hartree